Formula: C33H57NP2SiV
Source: the Open Molecules 2025 dataset
Level of theory: ωB97M-V/def2-TZVPD

Each line ends with the Löwdin charge.
Positions of all 95 atoms, in Å:
V (-0.73846, 1.06103, -4.46214)  0.707
C (-0.58118, -2.02424, 0.51409)  -0.119
C (0.66704, -2.02906, -0.15100)  -0.121
C (0.87806, -0.73690, 1.74129)  -0.110
C (-0.46520, -1.19124, 1.66080)  -0.114
C (1.57931, -1.25750, 0.61817)  -0.134
C (-1.75916, -2.85312, 0.19953)  -0.009
H (-1.62142, -3.40870, -0.73322)  0.077
H (-2.66452, -2.23670, 0.11239)  0.080
H (-1.94372, -3.59294, 0.99634)  0.118
C (-1.55270, -0.81362, 2.57669)  0.005
H (-2.44850, -1.42212, 2.39601)  0.091
H (-1.83624, 0.24596, 2.44480)  0.081
H (-1.24179, -0.95009, 3.62289)  0.111
C (1.45621, 0.10269, 2.80250)  0.011
H (1.97148, -0.48446, 3.58046)  0.120
H (0.66645, 0.68342, 3.28616)  0.073
H (2.18472, 0.80375, 2.37678)  0.085
C (3.01324, -1.05521, 0.33030)  -0.039
H (3.65490, -1.80576, 0.82365)  0.115
H (3.34069, -0.07131, 0.68641)  0.066
H (3.20937, -1.11850, -0.74707)  0.072
C (0.99484, -2.76806, -1.38158)  0.003
H (1.29749, -3.79249, -1.11328)  0.120
H (1.83193, -2.30261, -1.91985)  0.086
H (0.14010, -2.84130, -2.06930)  0.074
C (-1.49592, 1.64755, -6.08432)  -0.273
C (-2.00696, 0.29413, -5.66602)  -0.339
C (-1.43680, -0.97519, -6.22172)  -0.192
C (0.03672, -1.23611, -5.80001)  -0.184
C (0.50327, -0.33667, -4.69431)  -0.293
C (1.10164, 1.00387, -5.03200)  -0.275
C (1.04450, 1.56558, -6.41861)  -0.193
C (-0.35666, 1.75062, -7.03699)  -0.193
H (-1.51697, -0.99253, -7.31773)  0.119
H (0.70301, -1.18680, -6.67550)  0.115
H (-2.04384, -1.84288, -5.90922)  0.097
H (-0.47915, 1.03079, -7.86069)  0.116
H (-2.28480, 2.39194, -6.20757)  0.125
H (-3.07877, 0.24641, -5.54145)  0.062
H (-0.39869, 2.73054, -7.53496)  0.121
H (1.54919, 2.55265, -6.42949)  0.122
H (2.01913, 1.27854, -4.50712)  0.091
H (1.65362, 0.94381, -7.09498)  0.117
H (0.13059, -2.28490, -5.47643)  0.109
H (0.94432, -0.85862, -3.84251)  0.098
P (-2.69698, 0.09280, -2.76104)  1.021
P (2.21624, 1.81568, -1.27234)  0.876
C (-0.25529, 2.43946, -2.80928)  -0.260
C (1.16461, 2.89836, -2.41743)  -0.431
H (-0.85953, 2.25237, -1.89276)  -0.014
H (-0.74225, 3.28020, -3.35881)  0.062
H (1.78624, 3.08725, -3.30541)  0.048
H (1.06795, 3.84917, -1.86959)  0.053
C (2.64015, 2.90432, 0.12648)  -0.299
H (3.64000, 2.63168, 0.48994)  0.040
H (1.91314, 2.73978, 0.93226)  0.001
H (2.60299, 3.95990, -0.16407)  0.044
C (3.76628, 1.78164, -2.25618)  -0.302
H (3.78794, 2.59150, -2.99646)  0.038
H (3.80306, 0.81733, -2.78298)  0.024
H (4.62992, 1.85819, -1.58378)  0.037
C (-4.37076, 0.62952, -3.32080)  -0.307
H (-5.12775, -0.13159, -3.08513)  0.052
H (-4.43732, 0.88954, -4.38225)  0.037
H (-4.59542, 1.53483, -2.74675)  0.012
C (-2.85132, -1.71749, -2.97034)  -0.324
H (-1.91755, -2.17606, -2.61942)  -0.003
H (-3.02847, -2.08041, -3.99092)  0.047
H (-3.66398, -2.05808, -2.31658)  0.044
C (-4.31391, 0.59282, 0.21745)  -0.196
Si (-3.76294, 2.35149, 0.57256)  0.346
C (-4.56662, 3.56653, -0.61098)  -0.186
C (-4.17240, 2.75268, 2.36167)  -0.173
N (-2.05957, 2.51186, 0.34806)  0.003
C (-1.16057, 3.33350, 0.86910)  -0.403
C (-0.78023, 4.53578, 0.18007)  -0.035
C (0.04519, 5.47464, 0.78085)  -0.093
C (0.57669, 5.22552, 2.05610)  -0.096
C (0.30312, 4.02405, 2.71682)  -0.110
C (-0.52495, 3.07335, 2.13959)  -0.052
H (-4.87532, 0.20030, 1.07808)  0.037
H (-3.44678, -0.05740, 0.03678)  -0.027
H (-4.97546, 0.53113, -0.65671)  0.007
H (-5.60447, 3.27306, -0.82471)  0.027
H (-4.57431, 4.57080, -0.16227)  0.034
H (-4.00446, 3.62200, -1.55410)  0.019
H (-3.70312, 2.03413, 3.04955)  0.022
H (-3.80745, 3.75475, 2.62874)  0.037
H (-5.25954, 2.72639, 2.52520)  0.036
H (-1.23460, 4.71210, -0.80206)  0.112
H (0.25981, 6.40674, 0.26225)  0.107
H (1.20636, 5.98237, 2.52924)  0.105
H (0.72799, 3.82503, 3.70730)  0.108
H (-0.78762, 2.14645, 2.65220)  0.075

Results
Expectation value of S² ... 2.0323
Frontier orbital gap (alpha / beta) ... 3.2938 / 3.1689 eV
Multiplicity ... 3
Energy relative to the best compared isomer or geometry (same formula, charge and spin) ... 218.9 kcal per mole
HOMO energy (alpha / beta) ... -8.703 / -8.589 eV
Net charge ... +1
Energy ... -3261.98855 Ha
LUMO energy (alpha / beta) ... -5.4 / -5.4 eV